C34H56Br3CaCl2F9N4O14P2 as an isolated structure at a distorted geometry. Source: OMol25; level of theory: ωB97M-V with the def2-TZVPD basis set.

Structure (XYZ):
```
125
Properties=species:S:1:pos:R:3:forces:R:3
C -5.633219 -0.276001 -0.148224 7.00 -0.36 0.15
C -4.342741 -0.554232 -0.290346 -5.98 1.91 -1.21
C -2.804223 -0.822284 -0.769878 0.58 -0.94 1.81
C -2.584004 -1.616943 -2.162335 -2.57 1.35 -2.91
Br -1.302089 -3.161534 -2.365761 -1.10 1.77 0.73
C -3.260577 -1.280814 -3.406995 2.19 -1.70 1.77
C -2.997343 -2.143570 -4.771267 0.30 0.08 0.79
Br -4.498945 0.243902 -3.569298 1.37 -1.48 0.22
C -2.257616 -1.558453 0.612262 -2.00 -0.48 1.88
O -3.121361 -0.877752 1.611026 0.96 -0.62 0.48
C -2.573527 -3.113146 0.850082 2.08 -1.53 -0.96
O -3.750645 -3.618609 0.173662 1.40 -0.15 0.34
C -3.560708 -5.060892 0.005798 -0.26 -0.47 0.00
C -0.819454 -0.982253 1.043674 -1.04 -0.79 -1.81
C 0.006018 -1.741009 2.175840 -0.13 0.60 0.21
C -0.611483 -1.245274 3.621980 0.74 0.06 0.26
C -1.208132 -2.462466 4.501635 -0.19 0.07 -0.40
C -2.802941 -2.404426 4.750448 -0.13 -1.16 1.08
N -3.357702 -1.015267 4.928251 -1.17 -0.96 -0.31
N -0.623683 0.130129 0.332908 -0.22 -3.35 2.41
C 0.652058 0.863791 0.651223 1.65 1.27 1.42
C 2.035234 0.152056 0.166306 1.08 0.52 -1.28
O 2.986888 -0.076954 1.277509 -1.97 -2.01 -1.03
C 2.897111 1.064251 -0.908327 -0.67 -1.26 -0.27
N 3.469308 0.204246 -2.037110 -0.38 -1.16 1.97
C -1.781361 0.462808 -0.631176 0.33 2.95 0.28
C -2.409571 1.831924 0.021727 -1.04 -0.10 1.26
N -3.404006 2.502568 -0.863800 0.64 1.18 0.80
C -3.530056 3.986888 -0.532291 -0.78 0.41 0.05
P -0.865847 0.829193 -2.300303 -0.95 -1.07 -0.52
P -0.658737 2.967389 -2.671972 -2.27 3.53 -0.80
O -1.939912 3.647926 -3.276906 3.75 -1.96 0.87
O 0.555334 3.138826 -3.954011 -3.25 5.78 0.68
O -0.068466 3.898443 -1.363279 0.18 -0.80 -2.31
H -6.567759 0.238852 0.306948 2.01 -1.55 -1.19
H -1.862273 -2.218919 -5.018631 -1.95 0.45 0.65
H -3.515427 -1.683081 -5.686369 0.57 -0.74 1.68
H -3.338726 -3.232356 -4.544732 0.35 1.95 -0.58
H -3.583019 -1.539478 2.175474 0.60 0.51 -0.76
H -2.610944 -3.432534 1.975253 0.04 1.09 -1.70
H -1.664967 -3.714778 0.421479 -1.37 1.11 0.76
H -3.191994 -5.471016 1.019339 -0.74 0.23 -1.60
H -2.782564 -5.297269 -0.807889 -1.01 0.53 1.23
H -4.563999 -5.532849 -0.329607 1.67 0.96 0.83
H -0.094482 -2.889368 2.048620 -0.11 2.05 0.00
H 1.129065 -1.515173 2.218222 -1.81 -0.06 -0.56
H 0.271993 -0.797912 4.230500 -1.54 -0.67 -1.23
H -1.345604 -0.383060 3.426259 0.89 -1.56 0.58
H -0.932093 -3.468024 3.976137 -0.54 1.69 1.07
H -0.686537 -2.453151 5.525085 -0.82 -0.02 -1.58
H -3.000662 -2.973911 5.747543 0.42 0.69 -1.85
H -3.424093 -2.981354 3.951281 1.28 0.92 1.17
H -4.136960 -0.953291 4.235520 0.89 0.46 0.85
H -3.851376 -0.960884 5.846747 0.72 -0.05 -1.01
H 0.687254 1.956303 0.299769 -0.60 -1.76 0.23
H 0.713251 0.906895 1.817787 -0.21 -0.05 -2.05
H 1.799094 -0.836022 -0.394396 0.21 1.50 1.06
H 3.017206 -1.074994 1.320402 0.39 1.64 0.32
H 2.133160 1.759985 -1.402073 1.63 -0.66 1.03
H 3.773265 1.592893 -0.387992 -1.57 -0.73 -0.53
H 2.706118 -0.040081 -2.733776 1.65 0.03 1.64
H 3.764454 -0.723984 -1.659794 0.15 1.03 -0.04
H -1.542103 2.555672 0.315571 -1.48 -1.30 -0.95
H -2.960352 1.618563 1.031241 1.32 -0.29 -1.45
H -4.366557 2.148349 -0.723905 1.23 -0.35 -0.10
H -4.471726 4.152036 0.134941 1.71 -0.14 -0.99
H -3.689150 4.578488 -1.506376 0.41 -0.89 1.50
H -2.617364 4.401896 0.026923 -1.33 -0.68 -0.95
H 0.485448 0.295069 -2.203407 -1.20 0.36 0.91
H 1.292005 3.697834 -3.594360 -0.53 -0.78 -0.46
H 0.326981 4.758657 -1.660818 -0.69 -0.88 0.39
C 3.084012 -3.879182 -5.249853 -0.07 0.28 0.23
C 2.992235 -4.495901 -6.430008 0.66 -1.28 0.39
C 2.362599 -3.831713 -7.606652 -0.46 0.60 -0.64
O 2.312449 -4.418604 -8.676589 0.17 -0.19 0.42
C 1.817572 -2.482528 -7.424574 0.16 -0.62 -0.27
C 1.905542 -1.864306 -6.242473 -0.84 1.90 -0.32
C 2.560391 -2.519583 -5.072888 0.36 -0.37 0.64
O 2.641412 -1.923493 -4.011468 -0.21 -0.22 -0.44
O 1.398222 -0.609143 -6.063152 1.41 -2.40 0.03
O 3.473787 -5.762651 -6.606197 -0.68 1.25 -0.45
H 3.540605 -4.349823 -4.388929 0.01 0.02 -0.05
H 1.347612 -2.019363 -8.281901 0.04 -0.01 0.03
H 1.587262 -0.375365 -5.120966 -0.32 0.43 -0.26
H 3.289515 -5.982876 -7.541649 0.07 0.03 0.19
C 6.718287 0.021412 4.407988 0.03 0.32 1.05
C 7.214380 0.547667 3.045501 1.29 -0.23 1.18
C 6.560303 -0.086450 1.820234 -0.13 0.30 -0.53
F 6.792471 -1.413485 1.738968 -0.02 0.12 -0.17
F 7.062374 0.457070 0.676895 0.02 0.20 0.02
F 8.560708 0.437660 2.990360 -0.59 -0.17 -0.51
F 6.947095 1.891010 3.014378 -0.53 -0.10 -0.38
O 7.522789 -0.970003 5.043672 -1.05 -2.34 -1.88
C 7.290762 -2.307420 4.655815 -0.61 2.71 1.08
C 8.519441 -2.946724 4.001606 0.74 0.12 -0.08
F 8.895328 -2.279386 2.886823 -0.19 -0.12 0.29
F 8.256183 -4.226949 3.619307 -0.32 -0.14 0.10
F 6.183694 -2.374364 3.875515 -0.09 -1.01 -0.15
F 6.982384 -2.976988 5.796696 0.31 -0.48 -0.24
H 6.757722 0.872126 5.095525 0.56 -0.16 -0.15
H 5.660404 -0.263728 4.384332 0.12 -0.13 -0.37
H 5.478755 0.079700 1.817464 0.02 0.06 0.12
H 9.366875 -2.958453 4.691001 -0.22 0.15 0.14
O -0.357284 0.866399 -5.068764 -2.36 0.99 0.07
H -0.280996 1.502550 -5.754455 0.73 -1.19 -1.55
O -1.021058 2.313003 4.239997 -0.09 -0.25 -0.15
H -1.217172 2.024335 3.339355 -0.07 0.14 0.19
H -1.640956 1.810882 4.786634 0.06 0.08 -0.08
Ca -0.437566 3.289800 -6.115881 -0.22 -0.17 2.05
Cl -4.371111 7.119592 1.189467 0.05 -0.02 -0.01
C -4.112539 8.635633 0.291869 -0.02 0.21 -0.09
C -3.659363 8.386756 -1.134227 -0.28 0.16 -0.01
Cl -2.014043 7.707738 -1.208194 0.04 -0.07 0.00
H -3.388556 9.237842 0.845219 -0.04 -0.18 -0.11
H -5.067055 9.168111 0.289772 0.11 -0.10 -0.09
H -3.637911 9.329316 -1.685984 0.03 -0.07 0.14
H -4.332195 7.702438 -1.655737 0.14 0.02 0.16
C -6.485612 1.641074 3.687036 0.04 -0.06 -0.23
O -5.260589 1.885956 3.014119 0.21 -0.08 -0.29
H -6.447322 2.109694 4.671206 0.08 -0.02 -0.15
H -7.311983 2.069861 3.114512 -0.18 -0.06 0.19
H -6.631868 0.564000 3.804767 -0.23 0.00 0.14
H -5.321723 1.460203 2.145909 0.18 0.12 0.27
F 9.052450 0.454237 5.865068 0.56 0.91 0.43
Br 1.729120 1.331955 -3.604438 2.79 -2.07 -1.85
```
Positions in Å, forces in eV/Å.

Summary:
E_tot = -13502.25900 Eh
largest force on an atom = 0.1363 hartree/bohr
lowest unoccupied orbital energy = -3.23 eV
orbital gap = 1.07 eV
total charge = 0
HOMO = -4.308 eV

Results of the Mulliken charge analysis, in e, for atoms 1 through 6:
1. C -0.80
2. C -0.86
3. C 3.35
4. C -1.03
5. Br -0.18
6. C 0.34